## a
Computed, not measured: an isolated ion of composition C4H10NO2 and charge +1, with the ωB97M-V functional and the def2-TZVPD basis.

```
17
C4H10NO2 | the OMol25 dataset | the ωB97M-V functional and the def2-TZVPD basis
C 2.03580 -0.80256 -0.05062
C 2.92109 0.37832 0.40735
C -2.45903 -0.91054 0.23240
C -0.87303 0.90709 -0.63531
N 0.78865 -0.76871 -0.18134
O -2.25138 0.50938 -0.05577
O 0.19016 0.66291 0.09520
H 2.29799 -1.74471 -0.34195
H 2.33633 1.20590 0.15634
H 3.91996 0.42346 -0.14503
H 3.14740 0.40504 1.43233
H -2.69880 -1.33051 -0.82208
H -3.33549 -1.13914 0.80076
H -1.61171 -1.35034 0.70167
H -2.40998 0.99067 0.73298
H -0.93441 0.47217 -1.56325
H -1.06355 2.09156 -0.76367
```

## Properties
Total charge: +1
Spin multiplicity: 1

Löwdin population analysis, charges in e, atoms 1 to 4: C -0.1091; C -0.0002; C 0.0420; C -0.1605

## b
Computed, not measured: a 2-piece molecular cluster, C4H10NO2 overall, with the ωB97M-V functional and the def2-TZVPD basis.

```
17
C4H10NO2 | the OMol25 dataset | the ωB97M-V functional and the def2-TZVPD basis
C 1.76325 1.23743 -1.40960
C 2.17273 0.91164 0.01503
C 0.41860 0.55580 1.69335
N 1.07092 0.17081 0.68130
H 1.67932 0.34964 -2.02596
H 0.80925 1.76280 -1.41194
H 2.47642 1.92862 -1.84290
H 3.04082 0.25626 0.04503
H 2.37516 1.79057 0.61567
H -0.45705 0.02316 2.01394
H 0.79437 1.38436 2.27046
H 0.65274 -0.60623 0.15993
O -2.05971 0.03692 -0.70489
C -2.15299 -1.10336 -0.40150
O -1.11125 -1.73638 0.23546
H -3.00502 -1.74566 -0.63592
H -1.43889 -2.29716 0.95528
```

## Properties
Total charge: +1
Spin multiplicity: 1

Löwdin population analysis, charges in e, atoms 1 to 4: C -0.0515; C -0.1632; C 0.1799; N 0.0515

## c
Computed, not measured: an isolated ion of composition C4H10NO2 and charge +1, with the ωB97M-V functional and the def2-TZVPD basis.

```
17
C4H10NO2 | the OMol25 dataset | the ωB97M-V functional and the def2-TZVPD basis
C -1.76698 -0.59794 -0.27354
C -0.62205 -0.14590 0.61377
N -0.13966 1.26971 0.47297
C 1.30991 1.17870 -0.01865
O 1.87173 -0.02853 0.31922
C 0.84882 -1.04041 0.17639
O 0.53205 -1.26641 -1.13878
H -1.60928 -1.74599 -0.02759
H -1.55702 -0.45879 -1.30521
H -2.71341 -0.11303 0.03691
H -0.76149 -0.28602 1.68015
H -0.10359 1.86190 1.30045
H -0.70587 1.73731 -0.24788
H 1.34260 1.24983 -1.08731
H 1.96966 2.09929 0.34800
H 0.99550 -1.88056 0.84363
H 1.10909 -1.83315 -1.69253
```

## Properties
Total charge: +1
Spin multiplicity: 1
SMILES: C[C@@H]1[NH2+]CO[C@@H]1O

Löwdin population analysis, charges in e, atoms 1 to 4: C -0.0291; C -0.1893; N 0.1318; C -0.1456

## d
Computed, not measured: an isolated ion of composition C4H10NO2 and charge +1, with the ωB97M-V functional and the def2-TZVPD basis.

```
17
C4H10NO2 | the OMol25 dataset | the ωB97M-V functional and the def2-TZVPD basis
C 0.08715 2.24871 0.20357
C -0.59707 1.19461 1.03550
N -0.65276 -0.07902 0.19690
C 0.56988 -0.58290 -0.38384
C 0.32893 -2.10116 -0.50806
O -0.67212 -2.55077 0.06604
O 1.14546 -2.71125 -1.41179
H -0.16439 2.21739 -0.87481
H -0.36161 3.25984 0.53221
H 1.25295 2.22845 0.35292
H -1.67604 1.32321 1.38046
H 0.00320 0.88600 1.86634
H -1.03209 -0.94052 0.76889
H -1.31893 -0.01482 -0.52352
H 0.77667 -0.26135 -1.43571
H 1.50269 -0.44165 0.23681
H 0.80806 -3.67478 -1.50192
```

## Properties
Total charge: +1
Spin multiplicity: 1
SMILES: CC[NH2+]CC(=O)O

Löwdin population analysis, charges in e, atoms 1 to 4: C -0.0891; C -0.1600; N 0.0035; C -0.0620

Name the most stable of them. d.

## a
Computed, not measured: the molecule C4H8N2O2, with the ωB97M-V functional and the def2-TZVPD basis.

```
16
C4H8N2O2 | the OMol25 dataset | the ωB97M-V functional and the def2-TZVPD basis
N 0.70793 -1.95078 1.19515
N 0.58169 -0.59800 1.59857
C 0.39361 0.30931 0.50928
C 0.82149 0.03714 -0.89255
C -0.65148 -0.02575 -0.53576
C -1.57620 1.02001 -0.99680
O -2.74458 0.85556 -1.24156
O -0.99181 2.22992 -1.12469
H 0.33229 -2.54066 1.93023
H 1.67292 -2.22471 1.01073
H 1.34404 -0.27727 2.19725
H 0.42103 1.33617 0.85122
H 1.29169 -0.90670 -1.11665
H 1.14949 0.86877 -1.49558
H -1.10014 -1.00600 -0.46433
H -1.65196 2.87300 -1.42452
```

## Properties
Spin multiplicity: 1
SMILES: NN[C@H]1C[C@@H]1C(=O)O

Löwdin population analysis, charges in e, atoms 1 to 4: N -0.0058; N -0.1087; C -0.2776; C -0.0510

## b
Computed, not measured: the molecule C4H8N2O2, with the ωB97M-V functional and the def2-TZVPD basis.

```
16
C4H8N2O2 | the OMol25 dataset | the ωB97M-V functional and the def2-TZVPD basis
C -0.03644 -1.99828 0.49620
C 0.33493 -0.57096 0.22591
C 0.86974 0.20690 1.39474
C 0.68508 0.08041 -1.35471
O 1.55497 0.69028 -1.87649
N -0.46075 0.06458 -0.73917
N -1.29335 1.47179 -0.63469
O -1.32068 2.05595 -1.95108
H 0.82663 -2.56081 0.86374
H -0.82603 -2.05224 1.26008
H -0.42569 -2.50100 -0.39438
H 1.65687 -0.36058 1.90024
H 0.07976 0.40100 2.13286
H 1.29247 1.17170 1.09911
H -2.25105 1.11487 -0.56580
H -0.68645 2.78640 -1.85654
```

## Properties
Spin multiplicity: 1
SMILES: CC1(C)C(=O)N1NO

Löwdin population analysis, charges in e, atoms 1 to 4: C -0.0562; C -0.3899; C -0.0383; C -0.3117

Name the most stable of them. a.

## a
Computed, not measured: a 3-piece molecular cluster, C3H10O3 overall, with the ωB97M-V functional and the def2-TZVPD basis.

```
16
C3H10O3 | the OMol25 dataset | the ωB97M-V functional and the def2-TZVPD basis
C -1.95561 -0.44322 1.25191
C -0.67388 -0.35178 1.56735
C 0.13991 0.90513 1.46811
O 1.34890 0.51277 0.71820
H -2.50308 -1.36704 1.40489
H -2.49892 0.24749 0.61247
H -0.06722 -1.20831 1.84113
H -0.35402 1.65685 0.85697
H 0.47910 1.25702 2.44045
H 1.45283 1.20488 0.05716
O -0.12990 0.74476 -2.13381
H 0.28976 -0.04630 -2.50925
H -0.74405 1.11026 -2.77866
O 1.68085 -1.31828 -1.98570
H 1.88257 -0.72321 -1.25024
H 1.65274 -2.18104 -1.56097
```

## Properties
Spin multiplicity: 1
SMILES: C=CCO.O.O

Löwdin population analysis, charges in e, atoms 1 to 4: C 0.0022; C -0.1707; C -0.2150; O -0.1153

## b
Computed, not measured: a 2-piece molecular cluster, C3H10O3 overall, with the ωB97M-V functional and the def2-TZVPD basis.

```
16
C3H10O3 | the OMol25 dataset | the ωB97M-V functional and the def2-TZVPD basis
O 2.74947 0.32877 -0.10893
C 1.52533 0.53283 0.59931
C 0.36616 -0.39112 0.07120
C -0.85629 -0.16045 0.99087
O -1.03954 1.25244 1.23193
H 3.00801 0.90298 -0.82392
H 1.15090 1.54050 0.64364
H 1.73530 0.19829 1.58583
H 0.77137 -1.44854 0.07642
H 0.13970 0.04444 -0.94621
H -0.72346 -0.78303 1.89083
H -1.74927 -0.50018 0.45077
H -0.58558 1.31041 2.08813
O -2.00116 -1.20895 -2.42001
H -2.71518 -1.30810 -3.07519
H -1.77575 -0.31028 -2.25468
```

## Properties
Spin multiplicity: 1
SMILES: OCCCO.O

Löwdin population analysis, charges in e, atoms 1 to 4: O -0.0680; C -0.2652; C -0.1516; C -0.2612

Name the most stable of them. a.

## a
Computed, not measured: a 6-piece molecular cluster, CH14O6 overall, with the ωB97M-V functional and the def2-TZVPD basis.

```
21
CH14O6 | the OMol25 dataset | the ωB97M-V functional and the def2-TZVPD basis
C -2.56938 0.03499 2.43146
O -1.88843 0.26281 1.16584
H -2.33889 -1.01520 2.60122
H -2.11383 0.72556 3.13263
H -3.63996 0.22559 2.42396
H -2.38194 -0.12190 0.43421
O 2.21992 0.82471 -2.64551
H 2.93935 0.62393 -2.03247
H 1.46525 0.63625 -2.07511
O 0.05765 1.22570 -0.28478
H 0.52709 2.07314 -0.31556
H -0.13704 1.16033 0.66193
O 2.78990 0.51527 0.33503
H 2.32985 -0.15909 0.85756
H 1.94177 0.94507 0.10447
O -1.67364 -0.86021 -1.95893
H -0.95344 -0.22337 -1.99253
H -2.12876 -0.76480 -2.79791
O 0.91502 -2.06525 1.14093
H 0.76297 -1.48185 1.88861
H 0.18218 -1.93893 0.52247
```

## Properties
Spin multiplicity: 1
SMILES: CO.O.O.O.O.O

Löwdin population analysis, charges in e, atoms 1 to 4: C -0.1000; O -0.1675; H 0.0783; H 0.0785

## b
Computed, not measured: a 6-piece molecular cluster, CH14O6 overall, with the ωB97M-V functional and the def2-TZVPD basis.

```
21
CH14O6 | the OMol25 dataset | the ωB97M-V functional and the def2-TZVPD basis
C 1.66301 0.17073 2.09254
O 2.40603 -0.09082 0.83487
H 1.91260 1.28790 2.39457
H 0.65747 0.01367 1.79269
H 1.83791 -0.59958 2.93519
H 2.47782 0.83041 0.44699
O -0.22274 -2.90523 -2.92990
H 0.22883 -2.31287 -2.26000
H -0.21182 -3.64262 -2.36961
O 1.32134 -1.71227 -0.79801
H 1.46179 -1.12129 0.07330
H 2.08962 -1.96758 -1.22050
O -3.62559 0.22020 -0.57594
H -3.29353 -0.58626 -0.73922
H -4.53367 0.16035 -0.71932
O 1.17108 1.90381 -0.84767
H 0.45215 2.34774 -0.49437
H 1.54314 2.43494 -1.60310
O -2.50986 2.07257 1.65712
H -1.65645 1.74894 1.39993
H -3.16917 1.74725 0.93043
```

## Properties
Spin multiplicity: 1
SMILES: CO.O.O.O.O.O

Löwdin population analysis, charges in e, atoms 1 to 4: C -0.0958; O -0.1984; H 0.1242; H 0.0435

Name the most stable of them. a.

## a
Computed, not measured: a 3-piece molecular cluster, C5H16N2O2 overall, with the ωB97M-V functional and the def2-TZVPD basis.

```
25
C5H16N2O2 | the OMol25 dataset | the ωB97M-V functional and the def2-TZVPD basis
C -1.18904 1.82629 2.00925
N -0.22219 0.76626 1.86069
C 0.25035 0.30553 0.66349
C -0.29085 0.47016 -0.55061
C 0.39964 0.14889 -1.83772
C -0.25858 -0.97047 -2.65188
N 0.09062 -2.32368 -2.21232
H -0.77081 2.81208 1.79998
H -2.04187 1.68976 1.33506
H -1.65826 1.71530 2.98308
H 0.11702 0.46380 2.75303
H 0.99017 -0.47512 0.82933
H -1.23104 1.00298 -0.63207
H 1.43635 -0.19042 -1.76750
H 0.41171 1.06298 -2.42184
H -1.35196 -0.97769 -2.65498
H 0.06261 -0.87269 -3.66655
H -0.35300 -2.53334 -1.32717
H 1.08407 -2.41731 -2.04593
O -1.42954 -2.46473 1.36702
H -2.19949 -2.13235 0.89694
H -1.01812 -3.10678 0.78197
O 2.51979 2.42618 0.80737
H 2.09321 2.61743 1.65544
H 3.08406 1.72269 1.12984
```

## Properties
Spin multiplicity: 1
SMILES: CN/C=C/CCN.O.O

Löwdin population analysis, charges in e, atoms 1 to 4: C -0.1083; N -0.0934; C -0.2116; C -0.1340

## b
Computed, not measured: a 2-piece molecular cluster, C5H16N2O2 overall, with the ωB97M-V functional and the def2-TZVPD basis.

```
25
C5H16N2O2 | the OMol25 dataset | the ωB97M-V functional and the def2-TZVPD basis
C -0.88574 2.30597 -0.57741
N -0.64286 0.92579 -0.18679
C 0.67077 0.76714 0.48215
C 0.58894 -0.24194 1.61875
N 1.73287 -0.17772 2.49229
C -0.75207 0.03204 -1.35872
C -1.34563 -1.34369 -0.98829
O -2.09674 -1.38535 0.19984
H -0.32457 3.04080 0.00007
H -1.91699 2.60750 -0.37948
H -0.69643 2.52816 -1.63426
H 1.48348 0.49962 -0.21101
H 1.01683 1.73968 0.79918
H 0.46677 -1.22533 1.14739
H -0.36100 -0.18099 2.16501
H 2.02803 -1.05298 2.86678
H 1.82537 0.59675 3.12015
H 0.22144 -0.15059 -1.79902
H -1.45151 0.49241 -2.04887
H -2.05167 -1.55210 -1.79255
H -0.53103 -2.04736 -0.92394
H -1.86661 -0.61974 0.74702
O 1.80621 -1.98828 -1.53644
H 1.12949 -2.45310 -1.04886
H 1.95264 -1.11669 -1.15299
```

## Properties
Spin multiplicity: 1
SMILES: CN(CCN)CCO.O

Löwdin population analysis, charges in e, atoms 1 to 4: C -0.0986; N -0.2054; C -0.1901; C -0.2750

Name the most stable of them. a.

## a
Computed, not measured: a 2-piece molecular cluster, C4H10NO3 overall, with the ωB97M-V functional and the def2-TZVPD basis.

```
18
C4H10NO3 | the OMol25 dataset | the ωB97M-V functional and the def2-TZVPD basis
C -1.17722 -1.01673 -2.70373
C 0.00878 -1.81981 -2.19593
N 0.41286 -1.66647 -0.87430
C -0.11944 -0.61250 -0.06072
C 0.56834 0.85068 -0.31442
O 0.55118 1.61495 0.76302
O 0.70859 -2.51880 -2.92007
H -1.22450 0.05049 -2.63724
H -1.99832 -1.32681 -2.04512
H -1.47378 -1.52204 -3.61225
H 1.25874 -2.14368 -0.63465
H -1.18468 -0.42856 -0.13203
H 0.08227 -0.74219 1.00514
H 1.58785 0.62753 -0.63824
H -0.09429 1.25419 -1.20449
H -0.96849 3.16551 6.14475
H 0.27359 4.00156 6.44710
O -0.65959 3.92157 6.64826
```

## Properties
Total charge: -1
Spin multiplicity: 1

Löwdin population analysis, charges in e, atoms 1 to 4: C -0.0165; C -0.5216; N 0.0379; C -0.2212

## b
Computed, not measured: a 2-piece molecular cluster, C4H10NO3 overall, with the ωB97M-V functional and the def2-TZVPD basis.

```
18
C4H10NO3 | the OMol25 dataset | the ωB97M-V functional and the def2-TZVPD basis
C -0.11443 -1.41126 1.09275
N 0.83202 -0.64976 0.41003
C 1.63471 0.18497 1.23858
C 0.65282 -0.60801 -1.02587
C -0.08544 0.70086 -1.68130
O -1.35393 0.49256 -1.94794
O -0.38435 -1.36432 2.28342
H -0.60557 -2.22985 0.57533
H 1.58608 1.18586 0.79198
H 1.13234 0.41790 2.19193
H 2.66578 -0.17084 1.36783
H 1.76106 -0.51384 -1.27333
H 0.47063 -1.52936 -1.55343
H 0.63162 1.04407 -2.46138
H 0.10514 1.40997 -0.80619
H -2.85861 1.03424 -0.57552
H -2.85484 1.22119 1.06761
O -3.21504 0.78561 0.30551
```

## Properties
Total charge: -1
Spin multiplicity: 1

Löwdin population analysis, charges in e, atoms 1 to 4: C -0.3158; N -0.1753; C -0.0867; C -0.1734

Name the most stable of them. a.